## P
The following is a quantum chemistry calculation of an isolated molecule of C3H6ClP, from OMol25.

Geometry as XYZ:
```
11
Properties=species:S:1:pos:R:3
H -0.713 0.505 3.209
P 0.017 1.123 2.213
C 0.184 -0.282 1.221
Cl -0.505 -1.842 1.514
C 0.751 0.211 -0.513
C -0.360 -0.147 -1.459
H 1.628 -0.310 -0.601
H 0.961 1.277 -0.456
H -1.147 0.696 -1.408
H -0.871 -1.180 -1.272
H 0.055 -0.050 -2.445
```

Values from the calculation:
* HOMO-LUMO gap: 9.029 eV
* SMILES: [H]/P=C(\Cl)CC
* multiplicity: 1


## Q
The following is a quantum chemistry calculation of a structure of composition C3H6ClP, from OMol25.

Geometry as XYZ:
```
11
Properties=species:S:1:pos:R:3
C 1.109 0.210 -0.580
C -0.893 -1.124 -0.357
C -0.401 0.066 -0.408
P 2.215 -1.082 -0.643
Cl 1.738 1.876 -0.779
H -0.315 -1.956 -0.354
H -1.823 1.631 2.512
H -1.993 -1.398 -0.357
H -0.970 0.942 -0.505
H -2.001 1.082 1.979
H 3.334 -0.247 -0.508
```

Values from the calculation:
* HOMO-LUMO gap: 8.271 eV
* multiplicity: 1


## R
The following is a quantum chemistry calculation of a cluster of 2 separate species, C3H6ClP in total, from OMol25.

Geometry as XYZ:
```
11
Properties=species:S:1:pos:R:3
C 1.972 -1.386 0.323
C 0.075 -0.320 -0.234
C -1.067 -0.492 0.559
P -1.784 1.255 0.296
Cl -2.422 -1.579 -0.037
H 2.798 -0.983 -0.245
H 2.093 -1.388 1.397
H 0.030 -0.455 -1.305
H -0.938 -0.697 1.619
H -1.699 1.214 -1.096
H -0.583 1.959 0.420
```

Values from the calculation:
* HOMO-LUMO gap (spin up / spin down): 8.252 / 7.580 eV
* multiplicity: 1


The structure with the most favorable energy is P; the runner-up is 0.540 eV above it.


## P
The following is a quantum chemistry calculation of an isolated molecule of C17H19N3O2S, from OMol25.

Geometry as XYZ:
```
42
Properties=species:S:1:pos:R:3
O 0.988 1.480 -0.097
C 1.057 0.670 0.868
N 2.252 0.110 1.235
C 3.307 0.309 0.345
N 4.335 1.020 0.951
C 5.363 1.192 0.094
S 4.946 0.578 -1.562
C 3.352 0.139 -1.039
C 2.445 -0.584 -2.104
C 1.743 -1.748 -1.699
C 0.960 -2.361 -2.575
C 1.123 -2.109 -3.904
C 1.901 -1.096 -4.418
C 2.437 -0.226 -3.570
O 0.114 0.500 1.778
C -1.309 0.486 1.498
C -1.826 -0.696 0.609
C -3.294 -0.722 0.591
N -3.892 0.397 1.439
C -3.403 0.088 2.808
C -1.860 0.287 2.897
C -3.440 1.783 1.145
C -1.907 1.829 0.891
H 2.510 0.371 2.158
H 6.261 1.826 0.279
H 1.832 -2.123 -0.657
H 0.223 -3.030 -2.192
H 0.661 -2.823 -4.568
H 2.022 -1.077 -5.500
H 3.012 0.612 -3.945
H -1.584 -1.614 1.097
H -1.422 -0.651 -0.414
H -3.589 -1.685 0.978
H -3.672 -0.628 -0.396
H -3.922 0.815 3.453
H -3.615 -0.950 3.194
H -1.455 -0.586 3.227
H -1.658 1.203 3.546
H -4.105 1.949 0.279
H -3.701 2.372 2.022
H -1.735 1.966 -0.195
H -1.457 2.727 1.453
```

Values from the calculation:
* HOMO-LUMO gap: 8.649 eV
* SMILES: O=C(Nc1ncsc1-c1ccccc1)OC12CCN(CC1)CC2
* multiplicity: 1


## Q
The following is a quantum chemistry calculation of an isolated molecule of C17H19N3O2S, from OMol25.

Geometry as XYZ:
```
42
Properties=species:S:1:pos:R:3
C -1.110 -7.615 -0.141
C -2.037 -6.634 0.565
C -2.982 -5.949 -0.426
O -2.294 -5.169 -1.385
C -1.784 -3.966 -1.048
C -1.959 -3.315 0.173
C -1.393 -2.074 0.377
C -0.653 -1.438 -0.618
C -0.082 -0.114 -0.299
O 0.090 0.264 0.850
N 0.227 0.668 -1.383
C 0.807 1.928 -1.384
S 1.140 2.626 -2.842
N 1.062 2.491 -0.208
C 1.667 3.797 -0.089
C 1.654 4.259 1.337
C 2.143 3.453 2.360
C 2.110 3.922 3.662
C 1.592 5.189 3.892
N 1.131 5.965 2.928
C 1.160 5.511 1.689
C -0.470 -2.097 -1.836
C -1.024 -3.338 -2.043
H -1.683 -8.412 -0.609
H -0.539 -7.103 -0.912
H -0.415 -8.058 0.568
H -2.642 -7.156 1.309
H -1.440 -5.879 1.080
H -3.731 -5.345 0.100
H -3.504 -6.705 -1.019
H -2.533 -3.763 0.968
H -1.521 -1.568 1.322
H 0.026 0.320 -2.311
H 0.810 1.962 0.626
H 1.128 4.501 -0.733
H 2.702 3.749 -0.460
H 2.545 2.474 2.141
H 2.480 3.321 4.478
H 1.544 5.603 4.890
H 0.769 6.183 0.936
H 0.135 -1.667 -2.621
H -0.885 -3.859 -2.977
```

Values from the calculation:
* HOMO-LUMO gap: 8.725 eV
* SMILES: CCCOc1ccc(C(=O)NC(=S)NCc2cccnc2)cc1
* multiplicity: 1


The structure with the most favorable energy is Q; the runner-up is 3.356 eV above it.


## P
The following is a quantum chemistry calculation of a structure of composition C4H5BrFN, from OMol25.

Geometry as XYZ:
```
12
Properties=species:S:1:pos:R:3
C 0.163 1.169 -0.208
C -1.027 0.139 0.082
C 1.825 -0.516 0.663
C -1.716 -0.699 -0.686
N 1.398 0.660 0.575
F -1.598 0.039 1.627
Br 3.584 -0.415 0.970
H -0.225 2.120 0.075
H 0.396 1.044 -1.323
H 1.026 -1.296 0.442
H -1.183 -0.904 -1.696
H -2.644 -1.341 -0.522
```

Values from the calculation:
* HOMO-LUMO gap: 9.873 eV
* multiplicity: 1


## Q
The following is a quantum chemistry calculation of a cluster of 2 separate species, C4H5BrFN in total, from OMol25.

Geometry as XYZ:
```
12
Properties=species:S:1:pos:R:3
C -2.276 -2.168 0.045
C 1.205 0.294 -0.171
C -0.028 -0.107 -0.160
C 1.736 1.696 0.042
N -1.082 -2.309 -0.145
F 2.120 -0.675 -0.395
Br -1.515 0.984 0.044
H -2.893 -2.980 0.375
H -2.861 -1.244 -0.051
H 2.536 1.959 -0.501
H 2.085 2.057 1.115
H 0.972 2.492 -0.199
```

Values from the calculation:
* HOMO-LUMO gap: 7.653 eV
* multiplicity: 1


The structure with the most favorable energy is P; the runner-up is 1.546 eV above it.


## P
The following is a quantum chemistry calculation of an isolated molecule of C2H4N2S, from OMol25.

Geometry as XYZ:
```
9
Properties=species:S:1:pos:R:3
H -1.110 -1.738 -0.087
N -1.404 -0.786 -0.085
C -0.394 -0.001 0.112
N -0.383 1.346 -0.009
C 1.009 -0.694 0.038
S 2.430 0.030 -0.034
H -1.335 1.778 -0.082
H 0.469 1.834 0.011
H 0.719 -1.770 0.137
```

Values from the calculation:
* HOMO-LUMO gap: 8.389 eV
* SMILES: [H]/N=C(/N)C=S
* multiplicity: 1


## Q
The following is a quantum chemistry calculation of a cluster of 2 separate species, C2H4N2S in total, from OMol25.

Geometry as XYZ:
```
9
Properties=species:S:1:pos:R:3
C 1.959 -0.153 -0.512
C 1.202 -0.150 0.568
N -3.106 -0.088 -0.196
N -2.186 -0.629 0.284
S -0.056 1.004 0.814
H 2.796 -0.744 -0.839
H 1.637 0.755 -0.974
H 1.269 -0.790 1.375
H -3.514 0.796 -0.520
```

Values from the calculation:
* HOMO-LUMO gap (spin up / spin down): 8.896 / 6.506 eV
* multiplicity: 1


The structure with the most favorable energy is P; the runner-up is 3.413 eV above it.


## P
The following is a quantum chemistry calculation of an isolated molecule of C2H4N2S, from OMol25.

Geometry as XYZ:
```
9
Properties=species:S:1:pos:R:3
C -0.861 -0.374 1.427
N -0.144 -0.855 0.511
C 0.030 -0.039 -0.761
N 1.269 0.388 -0.849
S -1.266 0.228 -1.768
H -1.209 -1.187 2.036
H -1.267 0.607 1.363
H 2.125 0.089 -0.437
H 1.323 1.144 -1.522
```

Values from the calculation:
* HOMO-LUMO gap: 9.251 eV
* SMILES: C=NC(N)=S
* multiplicity: 1


## Q
The following is a quantum chemistry calculation of a cluster of 2 separate species, C2H4N2S in total, from OMol25.

Geometry as XYZ:
```
9
Properties=species:S:1:pos:R:3
N 1.396 -0.132 0.370
C 0.857 -0.959 -0.380
C -0.361 -1.250 -0.806
N -1.174 -1.968 -1.376
H 2.444 -0.386 0.671
H -2.183 -1.500 -1.451
S -0.856 1.822 1.065
H -0.432 3.079 1.112
H 0.307 1.294 0.794
```

Values from the calculation:
* HOMO-LUMO gap: 8.132 eV
* SMILES: N=C=C=N.S
* multiplicity: 1


The structure with the most favorable energy is P; the runner-up is 2.352 eV above it.


## P
The following is a quantum chemistry calculation of a structure of composition C3H5MgO3, from OMol25.

Geometry as XYZ:
```
12
Properties=species:S:1:pos:R:3
Mg -2.497 -1.222 0.125
O -1.666 -0.549 -1.651
O -0.121 0.930 -0.918
C 0.868 0.906 0.103
C 0.323 -0.086 1.141
O -0.457 -0.992 0.394
C -0.475 -0.361 -1.224
H 1.820 0.544 -0.317
H 0.989 1.922 0.492
H -0.288 0.440 1.891
H 1.150 -0.603 1.652
H 0.353 -0.929 -1.689
```

Values from the calculation:
* HOMO-LUMO gap (spin up / spin down): 6.854 / 9.783 eV
* <S²>: 0.751
* multiplicity: 2


## Q
The following is a quantum chemistry calculation of a structure of composition C3H5MgO3, from OMol25.

Geometry as XYZ:
```
12
Properties=species:S:1:pos:R:3
H 1.091 1.165 -1.858
O 0.635 1.163 0.307
C 0.445 0.671 -0.994
C -0.031 0.306 1.224
O -0.579 1.205 -1.692
O 0.106 -0.754 -0.806
C 0.166 -1.059 0.587
H -1.100 0.564 1.303
H 0.440 0.405 2.208
H -0.619 -1.782 0.835
H 1.151 -1.482 0.828
Mg -1.705 -0.403 -1.941
```

Values from the calculation:
* HOMO-LUMO gap (spin up / spin down): 6.844 / 8.397 eV
* <S²>: 0.751
* multiplicity: 2


The structure with the most favorable energy is P; the runner-up is 1.221 eV above it.


## P
The following is a quantum chemistry calculation of an isolated molecule of C2H4OS2, from OMol25.

Geometry as XYZ:
```
9
Properties=species:S:1:pos:R:3
C -0.010 1.326 0.341
C -0.957 0.591 -0.471
O 4.024 -0.321 0.319
S 1.529 0.859 0.686
S 2.625 -0.793 -0.327
H -1.562 1.313 -1.051
H -1.538 0.337 0.382
H -0.768 -0.248 -1.128
H 4.198 -0.799 1.145
```

Values from the calculation:
* HOMO-LUMO gap: 8.781 eV
* multiplicity: 1


## Q
The following is a quantum chemistry calculation of a cluster of 2 separate species, C2H4OS2 in total, from OMol25.

Geometry as XYZ:
```
9
Properties=species:S:1:pos:R:3
C 1.047 -0.233 0.565
C -0.159 -0.315 -0.105
O -1.574 1.702 -3.950
S 0.693 0.015 -4.228
S -0.304 1.368 -3.288
H 2.003 -0.432 0.050
H 1.070 -0.184 1.612
H -0.275 -0.182 -1.253
H -1.030 0.015 0.442
```

Values from the calculation:
* HOMO-LUMO gap: 8.110 eV
* multiplicity: 1


## R
The following is a quantum chemistry calculation of a cluster of 2 separate species, C2H4OS2 in total, from OMol25.

Geometry as XYZ:
```
9
Properties=species:S:1:pos:R:3
C -0.895 0.123 -0.624
C -1.097 -0.048 0.674
O 2.174 0.929 -0.913
S 1.289 -1.354 0.375
S 2.151 0.325 0.437
H -1.163 -0.544 -1.420
H -0.478 1.016 -0.855
H -0.551 0.619 1.318
H -1.431 -1.066 1.008
```

Values from the calculation:
* HOMO-LUMO gap (spin up / spin down): 7.560 / 7.562 eV
* multiplicity: 1


The structure with the most favorable energy is Q; the runner-up is 0.294 eV above it.